144
Properties=species:S:1:pos:R:3:forces:R:3 method="wB97M-V/def2-TZVPD" fmax_ha_per_bohr=0.0627 e_lumo_ev=0.32 e_homo_ev=-9.351
O 0.03939 4.50345 0.86123 0.12 0.33 -0.57
H 0.37465 4.87971 0.02302 -0.24 -0.43 0.48
H -0.93393 4.56342 0.80615 0.23 -0.08 0.11
O 1.48961 0.44837 3.12935 -1.98 0.10 -0.73
H 0.55772 0.35591 2.77190 0.78 -0.69 0.48
H 1.64132 1.31169 2.71719 1.00 0.41 0.14
O -2.71672 -1.10037 4.54921 0.39 -0.05 -0.27
H -1.80017 -0.76363 4.58998 -0.12 0.15 0.46
H -2.61366 -1.78079 3.87791 -0.29 -0.17 -0.10
O 2.89885 -1.94562 2.19197 0.11 -0.52 -0.07
H 2.25634 -1.26559 2.39025 -0.60 0.39 0.18
H 3.70035 -1.42864 2.26750 0.51 0.14 -0.13
C -2.55800 2.17188 3.73907 -0.93 0.87 1.02
C -3.65738 1.58003 2.90224 -0.10 -0.36 -0.64
C -4.98335 2.27892 3.18283 -0.05 1.09 -1.33
O -3.24157 1.61850 1.44165 -1.01 -0.89 2.17
H -2.89620 2.29450 4.78907 -0.06 -0.12 -0.48
H -2.30356 3.18059 3.40410 0.25 -0.12 -0.17
H -1.72814 1.52145 3.81773 1.16 -0.45 -0.25
H -3.76257 0.53647 3.20344 0.19 -0.12 -0.60
H -4.75182 3.35197 3.08448 -0.31 0.03 0.04
H -5.33253 2.15911 4.22071 0.06 -0.39 -0.55
H -5.76328 2.07719 2.39677 0.62 -0.18 1.03
H -3.22523 2.54296 1.20491 0.19 0.73 -0.11
C -3.10992 -1.27094 -4.85445 0.95 -0.90 2.03
C -2.95785 0.00140 -4.03868 -1.67 1.29 -0.77
C -3.05959 -0.23816 -2.54989 0.85 -0.34 -0.24
O -1.74872 0.76125 -4.40396 -1.15 -0.87 1.35
H -3.10921 -1.07271 -5.90336 -0.06 -0.07 -0.77
H -3.98236 -1.89289 -4.52918 0.49 0.81 -0.45
H -2.21319 -1.83301 -4.52739 -0.25 -0.23 -0.76
H -3.85811 0.63643 -4.29498 0.88 -0.19 0.14
H -2.17668 -0.73702 -2.14245 0.29 0.47 -0.09
H -3.83030 -0.94710 -2.31603 -0.79 -0.27 -0.22
H -3.31579 0.67234 -2.04046 0.32 0.36 0.45
H -1.64433 0.63349 -5.33804 0.16 -0.03 -0.75
C 1.78161 -1.81373 -3.07120 -0.86 0.11 0.17
C 1.31328 -2.64251 -4.22774 0.74 0.11 0.49
C 2.17519 -3.87922 -4.24778 -0.59 -0.97 -1.90
O -0.05915 -2.96663 -4.13975 -1.06 -1.09 -0.39
H 1.57289 -2.35138 -2.13853 0.05 0.28 -0.08
H 1.22009 -0.87100 -3.15038 0.56 0.03 0.65
H 2.86914 -1.72937 -3.17410 -0.35 0.51 0.11
H 1.35481 -1.98087 -5.10046 0.77 -0.47 -0.39
H 2.02153 -4.64387 -3.48622 -0.11 0.73 0.64
H 3.21091 -3.59442 -4.30826 0.49 -0.09 -0.02
H 1.91585 -4.43893 -5.15797 0.38 0.02 -0.26
H -0.20327 -3.58918 -4.88869 -0.09 0.63 0.71
C -2.86740 -3.82988 -1.05970 -0.57 -1.53 0.16
C -2.30586 -5.12970 -1.80464 -0.49 2.01 2.11
C -3.13073 -5.45563 -2.98180 0.41 -0.08 -2.74
O -0.94448 -4.89212 -2.12631 -0.53 -0.78 0.20
H -2.90387 -3.04274 -1.79549 0.42 0.54 -0.15
H -2.37133 -3.51996 -0.11398 0.10 -0.33 -0.93
H -3.92940 -3.97714 -0.79719 0.26 -0.21 -0.03
H -2.35022 -5.99259 -1.17151 0.31 -0.35 0.80
H -2.64265 -6.29653 -3.52144 0.00 0.61 0.03
H -3.19158 -4.56866 -3.67576 -0.02 -0.82 0.46
H -4.12356 -5.84971 -2.84407 -0.49 0.30 0.71
H -0.94520 -4.31717 -2.88645 0.54 0.75 -0.53
C 1.38062 -0.57966 7.07832 0.10 0.01 2.20
C -0.04558 -0.21155 6.77056 -1.29 0.15 -0.25
C -0.55801 1.10921 7.38588 -0.39 -0.45 -0.56
O -0.22929 -0.13629 5.36209 0.76 -0.03 -1.19
H 1.64786 -1.57730 6.70886 -0.04 0.38 -0.10
H 1.58131 -0.57367 8.21995 -0.35 0.04 -1.80
H 1.97539 0.20973 6.63293 0.58 -0.07 -0.09
H -0.76192 -0.98020 7.09911 0.36 -0.07 -0.04
H -1.39669 1.52955 6.77450 0.75 -0.52 0.33
H 0.24619 1.85044 7.40141 -0.19 0.03 0.45
H -1.00586 0.83622 8.34695 0.47 0.62 0.24
H 0.60929 -0.02847 4.84632 -0.67 0.02 0.66
C 3.21015 -5.46642 0.22101 0.41 -0.90 0.90
C 2.06671 -6.22339 -0.39374 -0.41 -0.73 1.79
C 0.95416 -6.32091 0.64552 -0.49 -0.67 -0.34
O 1.60796 -5.61521 -1.53790 0.78 0.63 -1.37
H 2.91612 -4.48931 0.59233 0.08 0.30 -0.30
H 4.07410 -5.47525 -0.42250 0.28 0.51 -0.40
H 3.52177 -6.04836 1.10769 -0.05 0.24 -0.18
H 2.39261 -7.23847 -0.59685 0.27 -0.38 -0.37
H 0.06762 -6.78341 0.20699 -0.08 -0.06 -0.13
H 0.69801 -5.31461 0.87916 -0.40 0.90 0.56
H 1.15177 -6.88666 1.56495 0.42 0.24 -0.29
H 0.65984 -5.51597 -1.60746 -0.68 -0.05 0.24
C 0.12712 4.14492 -3.81644 0.80 2.07 -0.86
C 0.77752 3.09454 -3.01688 1.01 -2.23 0.36
C 1.53231 2.05993 -3.89032 0.06 1.32 -1.09
O 1.58126 3.68830 -1.98729 0.31 0.26 -0.12
H -0.25538 4.95845 -3.18278 -0.18 -0.36 -0.08
H -0.63262 3.78338 -4.48466 -0.53 -0.35 -0.03
H 0.87969 4.65087 -4.48058 -0.42 -0.43 0.55
H 0.06702 2.44763 -2.50666 -0.58 0.33 0.12
H 2.39458 2.47692 -4.45372 -0.43 0.15 0.36
H 0.82837 1.69322 -4.65129 0.12 -0.01 0.28
H 1.91130 1.21934 -3.35588 0.09 -0.58 0.70
H 2.43716 3.24425 -1.91029 -0.36 0.03 -0.13
C -2.98089 3.31305 -1.38805 0.27 -0.70 -0.10
C -3.05370 4.69861 -0.81062 0.19 0.88 -0.25
C -4.31748 5.48273 -1.15398 -1.02 -0.69 0.01
O -2.80430 4.60251 0.62180 -0.90 0.17 -0.02
H -1.99168 2.93788 -1.14514 0.21 -0.25 -0.01
H -3.04249 3.26838 -2.49258 -0.22 0.25 0.58
H -3.68369 2.59768 -0.92178 0.01 0.53 -0.32
H -2.19300 5.29113 -1.16272 -0.24 -0.19 -0.38
H -4.22807 6.54785 -0.93439 -0.18 -0.11 0.60
H -5.26867 5.00050 -0.76794 1.15 0.70 0.10
H -4.49713 5.48912 -2.22591 0.36 -0.25 -0.31
H -3.28818 5.33480 1.04032 0.30 -0.36 -0.04
C 5.29748 -1.23692 -0.16183 1.09 1.13 0.12
C 4.79825 0.21965 -0.22222 -0.07 -0.38 1.48
C 3.68468 0.34690 -1.20517 -0.17 0.48 -0.58
O 4.32738 0.55781 1.08822 1.54 -0.65 0.26
H 6.12636 -1.32849 0.58469 -0.48 0.17 -0.73
H 5.68367 -1.41202 -1.18265 -0.10 -0.63 0.56
H 4.52475 -1.91019 0.17055 -0.44 -0.29 -0.33
H 5.68235 0.82988 -0.54480 -0.72 -0.01 0.43
H 2.84807 -0.30898 -1.00341 -0.09 -0.37 0.43
H 4.18279 -0.07101 -2.08605 -0.73 0.86 -0.78
H 3.21697 1.37967 -1.24344 0.98 -0.99 -0.43
H 3.60268 1.16533 1.07686 -0.77 0.80 -0.26
C 4.31678 3.47478 2.96688 -0.39 0.85 -3.09
C 3.08656 3.92600 2.17052 0.71 -1.18 -1.40
C 3.41095 4.71687 0.89791 0.21 0.47 0.93
O 2.33601 2.79168 1.66599 1.50 -0.94 1.12
H 4.09755 2.78858 3.70312 -0.60 -1.45 1.68
H 4.66064 4.38407 3.36269 0.93 1.09 0.93
H 5.08258 3.06361 2.29516 -0.21 0.02 0.18
H 2.41864 4.46024 2.79709 -0.57 0.76 0.75
H 3.82502 5.70610 1.13095 0.33 -0.29 -0.16
H 2.50548 4.90569 0.34593 -0.38 0.01 -0.17
H 4.05065 4.10631 0.26553 0.33 0.17 -0.01
H 1.54238 3.20453 1.39504 -1.97 0.44 -0.90
C -0.18570 0.85164 -0.19783 0.05 -0.11 -1.12
C -0.87394 -0.40579 0.34866 1.85 -0.34 -0.16
C -0.08722 -1.71352 0.11696 1.86 1.40 -0.75
O -1.10370 -0.29439 1.73352 0.66 -0.35 0.76
H 0.83743 1.01367 0.20485 -0.37 -0.47 -0.52
H -0.72534 1.76207 0.08855 -0.18 -0.26 -0.05
H -0.22777 0.77627 -1.34362 0.49 0.21 1.54
H -1.81966 -0.46323 -0.11442 -1.24 -0.23 -0.69
H 1.03071 -1.56149 0.27520 -1.29 -0.05 0.17
H -0.12508 -2.09541 -0.90748 -0.47 0.15 0.07
H -0.40730 -2.46919 0.78777 -0.40 -0.72 0.64
H -1.83486 0.31163 1.77761 -0.74 0.79 0.39